# C18H40N2O3

3 unconnected molecules or ions with the total composition C18H40N2O3 in a non-equilibrium geometry (ωB97M-V with the def2-TZVPD basis set, OMol25).

Properties
Total energy   -28426.43329 eV
Largest force on an atom   3.11 eV/Å
<S²>   0.7542
HOMO-LUMO gap (spin up / spin down)   8.7 / 4.5 eV
Energy above the lowest of the compared OMol25 structures with the same formula, charge and spin   0.0 kJ/mol
Net charge   +1
Multiplicity   2

Last column: Löwdin charge in e.
Atoms and positions in Å:
C 26.230 -22.230 -18.595  -0.03
C 24.923 -22.282 -19.383  -0.46
C 24.204 -20.898 -19.203  -0.14
C 24.981 -19.779 -19.835  -0.18
C 25.059 -20.027 -21.352  -0.11
C 25.657 -21.416 -21.692  -0.48
N 25.090 -22.532 -20.840  -0.09
O 25.580 -23.822 -21.221  -0.01
C 25.257 -21.655 -23.102  -0.08
C 27.202 -21.312 -21.756  -0.02
C 24.002 -23.428 -18.776  0.00
H 26.113 -22.001 -17.536  0.10
H 26.882 -21.421 -18.924  0.06
H 26.745 -23.183 -18.718  0.09
H 23.210 -20.955 -19.645  0.09
H 23.911 -20.705 -18.171  0.13
H 25.974 -19.609 -19.418  0.11
H 24.629 -18.773 -19.605  0.11
H 25.682 -19.222 -21.742  0.13
H 24.098 -20.038 -21.865  0.10
H 25.675 -22.561 -23.542  0.10
H 24.197 -21.831 -23.287  0.05
H 25.572 -20.932 -23.854  0.10
H 27.616 -21.198 -20.754  0.07
H 27.633 -22.240 -22.133  0.08
H 27.599 -20.560 -22.438  0.10
H 24.233 -24.401 -19.211  0.08
H 22.947 -23.184 -18.902  0.06
H 24.137 -23.543 -17.701  0.08
H 26.515 -23.663 -21.074  0.09
C 21.109 -21.815 -21.255  0.03
C 20.137 -22.071 -22.410  -0.46
C 18.760 -21.522 -21.908  -0.13
C 18.439 -20.041 -21.902  -0.18
C 18.621 -19.590 -23.312  -0.12
C 20.073 -19.935 -23.826  -0.41
N 20.489 -21.340 -23.571  0.05
O 21.703 -21.647 -24.156  0.10
C 20.228 -19.716 -25.311  -0.02
C 21.065 -18.944 -23.150  0.01
C 19.896 -23.527 -22.938  0.03
H 22.090 -21.860 -21.728  0.07
H 20.872 -22.634 -20.577  0.12
H 20.939 -20.835 -20.808  0.09
H 18.036 -22.003 -22.565  0.12
H 18.506 -21.904 -20.919  0.14
H 19.104 -19.553 -21.190  0.11
H 17.436 -19.808 -21.543  0.14
H 18.398 -18.524 -23.352  0.14
H 17.827 -20.038 -23.910  0.13
H 21.223 -19.578 -25.732  0.10
H 19.791 -20.537 -25.880  0.10
H 19.671 -18.826 -25.604  0.11
H 20.890 -17.917 -23.471  0.11
H 21.105 -18.963 -22.061  0.08
H 22.105 -19.141 -23.409  0.09
H 19.084 -23.543 -23.665  0.10
H 19.521 -24.181 -22.150  0.11
H 20.768 -23.951 -23.436  0.08
H 21.328 -22.271 -24.781  0.15
O 23.231 -24.061 -22.815  -0.04
H 22.669 -23.290 -22.892  -0.04
H 23.884 -23.817 -22.159  -0.01

# C14H14BF9HgN6O

A molecular structure, C14H14BF9HgN6O in a non-equilibrium geometry (ωB97M-V with the def2-TZVPD basis set, OMol25).

Properties
Total energy   -55042.26396 eV
Largest force on an atom   2.48 eV/Å
HOMO-LUMO gap   7.9 eV
Energy above the lowest of the compared OMol25 structures with the same formula, charge and spin   0.0 kJ/mol
Net charge   0
Multiplicity   1

Last column: Löwdin charge in e.
Atoms and positions in Å:
H 0.826 -1.326 1.393  0.09
N -1.166 -0.726 0.904  -0.04
B -3.640 -0.742 0.264  -0.49
N -2.334 -1.412 0.801  -0.07
C -2.161 -2.700 1.190  -0.08
Hg -0.755 1.818 0.487  1.13
H -3.009 -3.364 1.211  0.11
C -0.818 -2.864 1.508  -0.08
H -0.343 -3.776 1.808  0.08
C -0.222 -1.601 1.315  -0.15
H -4.556 -1.480 0.512  0.11
C 0.907 1.545 -0.885  -0.27
H 1.729 1.118 -0.302  -0.07
H 1.168 2.539 -1.276  -0.03
H 0.624 0.866 -1.695  -0.02
N -3.514 -0.718 -1.306  -0.05
N -3.801 0.607 1.077  0.00
N -2.258 -0.829 -1.912  0.05
N -2.795 1.537 1.306  -0.13
C -4.476 -0.739 -2.263  -0.11
C -4.826 0.872 1.932  -0.06
H -5.516 -0.760 -1.982  0.11
H -5.708 0.237 1.943  0.13
C -3.849 -0.759 -3.515  -0.09
C -4.483 1.969 2.713  -0.07
C -2.461 -0.779 -3.227  -0.18
C -3.221 2.387 2.265  -0.16
H -4.305 -0.755 -4.485  0.07
H -5.039 2.412 3.515  0.09
H -1.627 -0.756 -3.924  0.09
H -2.604 3.217 2.590  0.10
H 3.398 -0.010 -1.707  0.15
F 4.195 2.564 0.259  0.16
C 4.406 1.349 0.839  -0.49
F 5.422 1.474 1.735  0.16
F 3.266 1.037 1.515  0.14
C 4.699 0.253 -0.211  -0.20
O 3.452 -0.186 -0.731  0.05
C 5.652 0.760 -1.333  -0.47
F 6.782 1.323 -0.829  0.17
F 5.989 -0.269 -2.168  0.16
F 5.022 1.685 -2.116  0.15
C 5.349 -0.961 0.519  -0.49
F 6.629 -0.720 0.923  0.16
F 4.617 -1.278 1.618  0.16
F 5.354 -2.055 -0.277  0.16